12
Properties=species:S:1:pos:R:3:forces:R:3 method="wB97M-V/def2-TZVPD" relative_energy_ev=1.677 homo_ev=-8.854 orbital_gap_ev=9.9 smiles="[H]/N=C/N.C=N" total_energy_ev=-6656.2791
H 2.51389 2.32802 0.95218 -0.6 0.7 0.3
N 1.63180 1.83463 0.78729 1.3 -0.4 -0.5
C 1.73662 1.42632 -0.42238 -1.9 -0.1 0.6
N 0.83017 0.53773 -0.96187 0.5 0.5 -0.7
H 2.38567 1.87992 -1.17370 0.7 -0.5 0.2
H -0.06370 0.29519 -0.57057 0.3 -0.1 0.6
H 1.20957 -0.11791 -1.61600 -0.2 0.0 -0.4
C -2.39260 -1.46027 0.52900 -0.4 -1.7 -0.1
N -1.17366 -1.55554 0.18310 -0.8 -0.3 0.4
H -3.19716 -1.40783 -0.20146 0.2 1.1 -0.3
H -2.77698 -1.78969 1.50522 0.3 0.3 0.1
H -0.70361 -1.97058 0.98919 0.6 0.6 0.0